Here is C5H8O2 in the gas phase in a non-equilibrium geometry from the Open Molecules 2025 dataset. Energies are from ωB97M-V/def2-TZVPD.

Each line ends with the Löwdin charge.
Cartesian coordinates (Å):
C (-1.516, -0.694, -0.156)  0.00
C (-0.416, 0.352, -0.062)  -0.55
O (-0.879, 1.657, -0.270)  0.03
C (0.546, 0.290, 1.132)  -0.04
C (1.650, -0.424, 0.096)  0.00
C (0.729, 0.008, -0.994)  -0.37
O (0.854, 0.340, -2.151)  0.11
H (-2.302, -0.475, 0.572)  0.09
H (-1.933, -0.639, -1.170)  0.10
H (-1.132, -1.713, 0.000)  0.10
H (-0.770, 1.816, -1.217)  0.10
H (0.897, 1.236, 1.518)  0.11
H (0.145, -0.323, 1.971)  0.12
H (2.720, -0.201, -0.023)  0.12
H (1.408, -1.231, 0.755)  0.10

Values from the calculation:
E_HOMO = -9.587 eV
SMILES string = C[C@@]1(O)CCC1=O

=====

Here is a molecular structure, C39H32ClFeN2O2S in a non-equilibrium geometry from the Open Molecules 2025 dataset. Energies are from ωB97M-V/def2-TZVPD.

Each line ends with the Mulliken spin population.
Cartesian coordinates (Å):
Fe (0.975, 1.230, -1.266)  3.82
Cl (-3.328, 1.700, 4.723)  0.00
C (-2.459, 1.826, 3.222)  0.01
C (-3.099, 2.360, 2.096)  0.00
C (-2.405, 2.504, 0.925)  0.01
C (-1.043, 2.119, 0.798)  0.00
O (-0.429, 2.302, -0.311)  0.09
C (-0.418, 1.558, 1.955)  0.00
C (0.954, 1.165, 1.983)  -0.01
N (1.744, 1.116, 0.967)  0.03
C (3.105, 0.862, 1.116)  0.04
C (3.733, 0.433, 2.268)  0.01
C (5.126, 0.318, 2.347)  0.00
C (5.915, 0.682, 1.291)  0.01
C (5.318, 1.093, 0.084)  0.00
C (6.078, 1.488, -1.036)  0.01
C (5.442, 1.786, -2.209)  0.00
C (4.046, 1.691, -2.257)  -0.01
N (3.297, 1.402, -1.215)  0.06
C (3.905, 1.120, -0.031)  -0.07
C (-1.151, 1.437, 3.151)  0.00
H (-4.139, 2.651, 2.161)  0.00
H (-2.873, 2.936, 0.050)  0.00
H (1.320, 0.913, 2.981)  0.00
H (3.148, 0.151, 3.131)  0.00
H (5.575, -0.044, 3.262)  0.00
H (6.995, 0.634, 1.356)  0.00
H (7.156, 1.542, -0.947)  0.00
H (5.989, 2.089, -3.090)  0.00
H (3.519, 1.869, -3.187)  0.00
H (-0.654, 1.027, 4.023)  0.00
C (-0.035, -0.483, -1.521)  0.07
C (-1.049, -1.120, -1.760)  0.01
C (-2.204, -1.890, -2.095)  -0.03
C (-2.308, -2.479, -3.361)  0.01
C (-3.413, -3.244, -3.692)  0.00
C (-4.428, -3.447, -2.767)  0.01
C (-4.348, -2.846, -1.518)  0.00
C (-3.255, -2.062, -1.187)  0.01
H (-1.512, -2.326, -4.077)  0.00
H (-3.484, -3.686, -4.678)  0.00
H (-5.281, -4.061, -3.021)  0.00
H (-5.144, -2.987, -0.799)  0.00
H (-3.215, -1.566, -0.226)  0.00
C (0.538, 2.272, -3.655)  0.70
C (-0.793, 2.710, -3.618)  -0.18
C (-1.868, 1.791, -3.497)  0.16
C (-3.173, 2.222, -3.530)  -0.10
C (-3.466, 3.574, -3.704)  0.21
C (-2.429, 4.499, -3.813)  -0.08
C (-1.119, 4.085, -3.751)  0.17
H (1.327, 2.988, -3.852)  0.00
H (0.746, 1.221, -3.833)  0.00
H (-1.638, 0.742, -3.361)  0.04
H (-3.980, 1.509, -3.423)  0.00
H (-4.495, 3.906, -3.750)  0.01
H (-2.659, 5.548, -3.948)  0.00
H (-0.314, 4.806, -3.828)  0.00
C (-1.662, -2.016, 5.403)  0.00
C (-0.879, -2.157, 4.127)  0.00
C (0.513, -2.183, 4.150)  0.00
C (1.244, -2.288, 2.975)  0.00
C (0.578, -2.361, 1.766)  0.00
C (-0.806, -2.328, 1.719)  0.00
C (-1.529, -2.226, 2.896)  0.00
S (1.530, -2.522, 0.237)  0.01
C (1.479, -4.359, 0.294)  0.00
O (2.922, -2.154, 0.586)  0.00
H (-1.036, -2.225, 6.270)  0.00
H (-2.516, -2.693, 5.418)  0.00
H (-2.045, -0.998, 5.494)  0.00
H (1.030, -2.127, 5.101)  0.00
H (2.328, -2.316, 2.973)  0.00
H (-1.301, -2.384, 0.758)  0.00
H (-2.612, -2.202, 2.864)  0.00
H (1.906, -4.691, 1.238)  0.00
H (2.073, -4.724, -0.543)  0.00
H (0.443, -4.681, 0.197)  0.00

Values from the calculation:
E_HOMO (alpha / beta) = -7.282 / -7.387 eV
2S+1 = 6
<S²> = 8.8024

=====

Here is C13H26N2O3S in the gas phase in a non-equilibrium geometry from the Open Molecules 2025 dataset. Energies are from ωB97M-V/def2-TZVPD.

Each line ends with the Löwdin charge.
Cartesian coordinates (Å):
C (5.308, 0.464, 1.485)  -0.11
C (5.132, 0.245, -0.014)  -0.27
C (3.846, -0.503, -0.366)  -0.20
C (2.585, 0.309, -0.073)  -0.18
N (1.402, -0.402, -0.502)  0.07
C (0.562, 0.060, -1.436)  -0.50
O (0.681, 1.122, -2.018)  0.05
C (-0.612, -0.894, -1.713)  -0.10
N (-1.482, -1.109, -0.579)  -0.21
S (-1.206, -2.456, 0.333)  0.62
O (-1.722, -2.266, 1.653)  -0.28
O (0.170, -2.868, 0.199)  -0.31
C (-2.226, -3.700, -0.498)  -0.11
H (-1.904, -3.773, -1.528)  0.06
H (-3.256, -3.378, -0.430)  0.06
H (-2.085, -4.644, 0.014)  0.07
C (-2.216, -0.014, 0.037)  -0.33
C (-2.944, 0.840, -0.999)  -0.15
C (-3.823, 1.865, -0.287)  -0.19
C (-2.976, 2.751, 0.622)  -0.20
C (-2.217, 1.904, 1.638)  -0.19
C (-1.343, 0.876, 0.925)  -0.14
H (-0.823, 0.247, 1.651)  0.11
H (-0.603, 1.393, 0.314)  0.11
H (-1.595, 2.544, 2.266)  0.11
H (-2.927, 1.385, 2.287)  0.12
H (-3.614, 3.471, 1.138)  0.11
H (-2.261, 3.310, 0.014)  0.12
H (-4.342, 2.478, -1.026)  0.11
H (-4.577, 1.347, 0.311)  0.12
H (-2.210, 1.365, -1.614)  0.12
H (-3.552, 0.205, -1.646)  0.12
H (-2.952, -0.512, 0.677)  0.14
H (-0.207, -1.870, -1.986)  0.12
H (-1.190, -0.497, -2.552)  0.13
H (1.224, -1.316, -0.100)  0.10
H (2.505, 0.515, 0.999)  0.12
H (2.605, 1.255, -0.620)  0.13
H (3.856, -0.746, -1.431)  0.11
H (3.803, -1.442, 0.191)  0.11
H (5.980, -0.333, -0.387)  0.10
H (5.138, 1.210, -0.526)  0.11
H (4.543, 1.129, 1.877)  0.06
H (5.249, -0.482, 2.017)  0.07
H (6.278, 0.911, 1.687)  0.07

Values from the calculation:
E_HOMO = -9.209 eV
SMILES string = CCCCNC(=O)CN(C1CCCCC1)S(C)(=O)=O

=====

Here is C5H5F in the gas phase in a non-equilibrium geometry from the Open Molecules 2025 dataset. Energies are from ωB97M-V/def2-TZVPD.

Each line ends with the Löwdin charge.
Cartesian coordinates (Å):
C (-0.086, -1.279, 0.018)  -0.05
C (-1.126, 0.683, 0.060)  -0.07
C (1.130, 0.617, 0.011)  -0.27
C (-0.020, 0.099, 0.789)  -0.16
C (-0.022, -0.044, -0.868)  -0.05
F (2.300, -0.032, -0.018)  0.05
H (0.916, -1.717, 0.068)  0.10
H (-1.077, -1.744, 0.104)  0.11
H (-2.003, 0.036, 0.179)  0.11
H (-1.206, 1.695, -0.209)  0.09
H (1.194, 1.686, -0.132)  0.14

Values from the calculation:
E_HOMO = -10.000 eV
SMILES string = F[C@H]1[C@]23C[C@]12C3

=====

- What is the formula in the first record?
  C5H8O2

=====

Copy entry 1 word for word.
Here is C5H8O2 in the gas phase in a non-equilibrium geometry from the Open Molecules 2025 dataset. Energies are from ωB97M-V/def2-TZVPD.

Each line ends with the Löwdin charge.
Cartesian coordinates (Å):
C (-1.516, -0.694, -0.156)  0.00
C (-0.416, 0.352, -0.062)  -0.55
O (-0.879, 1.657, -0.270)  0.03
C (0.546, 0.290, 1.132)  -0.04
C (1.650, -0.424, 0.096)  0.00
C (0.729, 0.008, -0.994)  -0.37
O (0.854, 0.340, -2.151)  0.11
H (-2.302, -0.475, 0.572)  0.09
H (-1.933, -0.639, -1.170)  0.10
H (-1.132, -1.713, 0.000)  0.10
H (-0.770, 1.816, -1.217)  0.10
H (0.897, 1.236, 1.518)  0.11
H (0.145, -0.323, 1.971)  0.12
H (2.720, -0.201, -0.023)  0.12
H (1.408, -1.231, 0.755)  0.10

Values from the calculation:
E_HOMO = -9.587 eV
SMILES string = C[C@@]1(O)CCC1=O